(1)
Computed, not measured: a structure of composition C6H20N3NiO in a non-equilibrium geometry, with ωB97M-V/def2-TZVPD.

Geometry as XYZ:
```
31
Properties=species:S:1:pos:R:3
C -0.413 -0.123 -3.254
Ni -1.659 -1.269 -2.305
N -0.832 -2.363 -0.896
H -2.890 -2.252 -2.816
H 0.161 -2.108 -0.907
H -2.861 -2.301 -1.999
H 0.002 -0.769 -4.053
H 0.389 0.218 -2.571
H -0.895 0.757 -3.719
H -1.175 -2.197 0.060
H -0.944 -3.364 -1.077
C 2.981 0.033 1.055
N 1.684 0.512 1.481
C 1.653 1.345 2.661
C 0.739 0.408 0.490
O 1.117 -0.112 -0.578
N -0.562 0.821 0.681
C -1.161 1.103 1.963
C -1.400 0.924 -0.479
H 3.698 0.175 1.871
H 3.327 0.564 0.155
H 2.917 -1.032 0.790
H 1.255 2.346 2.452
H 1.069 0.885 3.468
H 2.686 1.449 3.008
H -0.882 2.099 2.328
H -2.246 1.083 1.842
H -0.891 0.348 2.708
H -0.991 1.669 -1.173
H -1.473 -0.073 -1.034
H -2.404 1.223 -0.153
```

Properties
charge = -1
2S+1 = 3
LUMO level (spin up / spin down) = 3.43 / 3.49 eV

(2)
Computed, not measured: a cluster of 3 separate species, C26H50ClF4N2O6P in total in a non-equilibrium geometry, with ωB97M-V/def2-TZVPD.

Geometry as XYZ:
```
90
Properties=species:S:1:pos:R:3
C -1.480 3.340 3.486
O -2.420 2.574 2.766
C -2.514 3.015 1.428
C -3.689 2.326 0.723
C -4.156 1.040 1.403
C -3.138 -0.132 1.360
C -3.912 -1.446 1.438
C -4.644 -1.550 2.804
C -6.101 -1.838 2.689
F -6.875 -1.282 3.664
C -6.690 -2.690 1.802
F -6.804 -2.447 0.506
F -7.224 -3.859 2.112
O -2.368 0.036 0.183
C -1.314 -0.863 -0.129
C -1.851 -2.152 -0.822
C -1.297 -2.375 -2.220
F -1.701 -3.296 -0.050
C -0.235 -1.101 0.953
O -0.732 -1.835 2.058
N 1.002 -1.733 0.524
C 1.606 -1.308 -0.717
N 3.067 -1.207 -0.644
C 1.222 -3.139 0.848
C 2.113 -3.497 2.068
C 3.280 -2.532 2.334
C 1.297 -3.802 3.337
P 0.152 0.639 1.672
O 1.171 1.264 0.556
Cl 1.410 0.155 3.245
H -1.916 4.285 3.823
H -1.125 2.764 4.339
H -0.610 3.565 2.859
H -2.684 4.100 1.438
H -1.586 2.844 0.870
H -4.531 3.024 0.769
H -3.492 2.180 -0.337
H -4.433 1.272 2.426
H -5.024 0.688 0.838
H -2.561 -0.047 2.287
H -3.197 -2.268 1.423
H -4.583 -1.583 0.593
H -4.226 -2.412 3.335
H -4.456 -0.684 3.438
H -0.801 -0.349 -0.946
H -2.918 -1.967 -0.959
H -0.386 -2.971 -2.217
H -1.135 -1.431 -2.738
H -2.037 -2.945 -2.786
H -0.859 -1.262 2.822
H 1.265 -0.350 -1.093
H 1.366 -2.040 -1.504
H 3.402 -0.607 -1.388
H 3.484 -2.125 -0.707
H 1.746 -3.571 -0.013
H 0.302 -3.712 0.936
H 2.571 -4.452 1.791
H 3.382 -2.390 3.412
H 3.162 -1.567 1.856
H 4.224 -2.976 2.012
H 1.751 -4.595 3.928
H 0.300 -4.143 3.052
H 1.152 -2.889 3.915
H 2.084 0.964 0.700
C 6.793 2.523 -2.007
C 5.822 3.367 -1.184
C 4.481 2.759 -1.571
O 4.730 1.380 -1.854
C 6.139 1.149 -1.943
H 7.811 2.522 -1.622
H 6.819 2.881 -3.038
H 6.010 3.218 -0.119
H 5.878 4.433 -1.394
H 4.076 3.231 -2.474
H 3.735 2.835 -0.778
H 6.456 0.599 -1.052
H 6.347 0.536 -2.821
C 0.398 2.953 -4.002
C -0.762 2.461 -4.865
C -0.359 1.017 -5.134
O 0.385 0.586 -3.991
C 0.709 1.717 -3.173
H 0.156 3.821 -3.391
H 1.252 3.209 -4.633
H -1.691 2.493 -4.292
H -0.906 3.036 -5.779
H 0.286 0.940 -6.015
H -1.216 0.357 -5.274
H 0.086 1.672 -2.271
H 1.757 1.649 -2.876
```

Properties
LUMO level = 0.18 eV